# C32H65ClNO8PS2

A cluster of 4 separate species, C32H65ClNO8PS2 in total (ωB97M-V with the def2-TZVPD basis set, the Open Molecules 2025 dataset).

Output
- SMILES = C=C[C@](C[C@H](C)Cl)(O[C@H](CCCCO)[C@](CC)(C[SH](=O)=O)OCCCCCN)[PH2]=S.C1CCOC1.C1CCOC1.C1CCOC1
- E (Ha) = -3512.72894
- spin multiplicity = 1
- HOMO energy (eV) = -8.80
- lowest unoccupied orbital energy (hartree) = 0.0128

```
110
Properties=species:S:1:pos:R:3:forces:R:3
C 1.432 0.030 -3.236 -0.1 -0.2 0.1
C 0.708 -0.012 -2.126 -0.1 0.2 -0.1
C 0.951 -0.962 -0.967 0.4 -0.1 -0.6
C 0.798 -2.419 -1.461 0.0 -0.2 -0.1
C 1.702 -3.523 -0.936 -0.4 -0.2 0.2
C 1.858 -3.625 0.583 0.7 0.2 -0.1
Cl 3.292 -3.461 -1.792 0.2 0.0 -0.1
O 0.138 -0.688 0.138 0.0 0.0 0.2
C -1.272 -0.554 -0.026 0.0 0.0 0.2
C -1.605 0.932 0.224 -0.1 0.2 -0.3
C -2.405 1.680 -0.849 0.3 0.2 0.3
C -2.133 3.186 -0.767 -0.3 -0.2 -0.3
C -0.739 3.624 -1.142 0.0 0.4 0.0
O -0.550 3.422 -2.550 0.1 -0.3 0.1
C -1.945 -1.622 0.906 0.0 -0.2 0.0
C -3.249 -2.110 0.258 -0.1 0.3 0.0
C -4.269 -1.052 -0.158 -0.1 -0.3 -0.1
C -2.255 -1.085 2.312 0.2 0.2 -0.1
S -0.905 -0.315 3.230 0.0 -0.2 0.1
O -1.281 1.047 3.506 0.0 0.0 0.0
O -0.534 -1.197 4.310 0.0 0.1 -0.1
O -1.051 -2.742 0.899 -0.3 0.1 0.2
C -0.961 -3.620 2.014 0.0 -0.4 0.1
C -2.118 -4.597 2.219 0.3 0.0 0.1
C -1.614 -5.873 2.891 0.0 0.0 0.1
C -1.173 -5.635 4.346 0.0 0.1 -0.1
C 0.332 -5.777 4.579 0.0 0.0 0.4
N 0.831 -5.144 5.796 0.2 -0.1 -0.2
P 2.661 -0.453 -0.293 -0.2 0.7 1.0
S 2.575 0.862 1.153 -0.1 -0.2 -0.3
H 1.249 0.772 -3.998 -0.1 0.0 -0.1
H 2.213 -0.696 -3.425 0.2 0.1 0.0
H -0.110 0.685 -2.030 0.0 0.2 0.2
H 0.861 -2.441 -2.546 0.1 0.1 -0.1
H -0.219 -2.730 -1.214 0.0 0.1 0.1
H 1.273 -4.456 -1.289 0.1 0.0 -0.1
H 2.905 -3.736 0.855 0.1 -0.1 0.0
H 1.340 -4.504 0.953 0.2 0.0 -0.1
H 1.486 -2.738 1.094 -0.2 -0.1 0.0
H -1.571 -0.809 -1.047 0.2 -0.1 -0.1
H -2.075 1.123 1.181 0.0 -0.1 0.1
H -0.634 1.421 0.288 0.1 -0.1 0.1
H -2.143 1.336 -1.851 -0.1 -0.1 -0.1
H -3.474 1.547 -0.699 -0.1 -0.2 -0.2
H -2.809 3.667 -1.478 0.0 0.2 0.1
H -2.395 3.560 0.223 0.1 0.1 0.1
H -0.645 4.691 -0.920 0.0 0.1 0.0
H 0.051 3.129 -0.574 0.0 -0.2 0.0
H 0.356 3.129 -2.672 0.1 0.0 -0.1
H -3.725 -2.817 0.935 0.0 -0.1 0.1
H -2.933 -2.661 -0.628 -0.1 -0.2 0.0
H -4.396 -0.263 0.579 0.0 0.1 0.0
H -5.241 -1.528 -0.279 -0.1 0.0 0.0
H -4.026 -0.618 -1.125 0.1 0.2 0.0
H -2.676 -1.841 2.966 0.1 -0.2 0.0
H -2.986 -0.286 2.225 -0.1 0.0 0.0
H 0.097 -0.309 2.318 0.1 0.1 0.0
H -0.076 -4.225 1.807 -0.4 0.2 0.1
H -0.732 -3.077 2.925 0.0 0.2 0.2
H -2.874 -4.185 2.889 -0.3 0.2 -0.3
H -2.546 -4.823 1.243 -0.2 0.0 0.0
H -0.771 -6.267 2.317 0.0 -0.1 -0.1
H -2.397 -6.629 2.857 0.0 0.0 0.0
H -1.449 -4.623 4.653 -0.1 0.0 0.0
H -1.701 -6.321 5.009 0.0 0.0 0.1
H 0.880 -5.349 3.740 0.1 0.0 -0.1
H 0.589 -6.836 4.639 0.1 -0.1 -0.2
H 0.227 -5.343 6.581 0.0 0.0 0.1
H 0.884 -4.141 5.685 -0.1 0.1 0.1
H 3.354 -1.598 0.089 0.0 -0.1 -0.2
H 3.342 0.039 -1.404 0.1 -0.3 -0.3
C 6.828 -4.617 -3.505 0.1 0.0 0.0
C 7.608 -5.443 -4.528 -0.1 0.0 0.0
C 8.134 -6.582 -3.663 0.0 0.1 0.0
O 7.160 -6.790 -2.641 0.0 0.0 0.0
C 6.229 -5.708 -2.627 0.0 0.0 -0.1
H 6.071 -3.971 -3.947 0.0 0.0 0.0
H 7.512 -3.994 -2.923 0.0 0.0 0.0
H 6.931 -5.829 -5.293 0.0 0.0 0.0
H 8.403 -4.890 -5.025 0.0 0.0 0.0
H 9.089 -6.316 -3.197 0.0 0.0 0.0
H 8.269 -7.512 -4.216 0.0 0.0 0.0
H 5.273 -6.060 -3.031 0.0 0.0 0.0
H 6.068 -5.389 -1.596 0.0 0.0 0.0
C -2.733 6.425 3.875 0.0 0.0 0.0
C -3.746 7.292 3.127 0.0 -0.1 0.0
C -3.191 7.258 1.709 0.0 0.0 0.0
O -2.554 5.987 1.562 0.0 -0.1 -0.1
C -2.422 5.354 2.838 0.0 0.0 0.0
H -3.113 6.008 4.806 0.0 0.0 0.0
H -1.836 7.004 4.102 0.0 0.0 0.0
H -4.734 6.829 3.160 0.0 0.0 0.0
H -3.832 8.304 3.519 0.0 0.0 0.0
H -2.447 8.047 1.555 0.0 0.0 0.0
H -3.961 7.357 0.943 0.0 0.0 0.0
H -3.136 4.524 2.900 0.0 0.0 0.0
H -1.415 4.946 2.928 0.0 0.0 0.0
C 0.344 7.805 -3.002 -0.1 0.0 0.0
C -0.383 6.729 -3.809 0.1 0.0 0.0
C -1.836 7.151 -3.639 0.0 0.0 0.1
O -1.828 8.575 -3.516 0.0 0.0 0.0
C -0.493 9.039 -3.315 0.0 0.0 0.0
H 1.391 7.927 -3.275 0.0 0.0 0.0
H 0.293 7.573 -1.936 0.0 0.0 0.0
H -0.091 6.788 -4.861 0.0 0.0 0.0
H -0.201 5.715 -3.459 0.0 0.0 0.0
H -2.267 6.719 -2.729 0.0 0.0 0.0
H -2.466 6.874 -4.485 0.0 0.0 0.0
H -0.146 9.531 -4.230 0.0 0.0 0.0
H -0.494 9.774 -2.509 0.0 0.0 0.0
```
Forces are in eV/Å.